22
Properties=species:S:1:pos:R:3 method="wB97M-V/def2-TZVPD" smiles=C[C@H]1O[C@H]1[C@@H](N)CC#N.O spin_multiplicity=1 e_homo_ev=-9.964 orbital_gap_ev=10.641 lumo_ev=0.68 e_above_lowest_kcal_mol=81.8
C -2.96788 -0.39921 1.15615
C -2.58739 0.59617 0.09838
O -1.80569 1.73146 0.48232
C -1.22675 0.78788 -0.40803
C -0.03325 -0.00714 0.08345
N -0.03075 -1.28969 -0.59445
C 1.24732 0.83783 -0.10889
C 2.47106 0.16119 0.34891
N 3.21261 -0.32291 1.14827
H -2.17375 -0.53537 1.89963
H -3.88003 -0.07233 1.67438
H -3.17574 -1.36985 0.68399
H -3.39572 0.85128 -0.59650
H -1.12507 1.15400 -1.43821
H -0.15330 -0.18538 1.16112
H -0.06460 -1.18123 -1.60739
H 0.79527 -1.83247 -0.35945
H 1.37333 1.08471 -1.17558
H 1.15696 1.78484 0.44624
O 4.02235 -0.84233 -1.17896
H 4.29751 -0.94607 -0.06095
H 4.04352 -0.00540 -1.65443